{
  "formula": "C33H40Ge2N4Pt",
  "method": "ωB97M-V/def2-TZVPD",
  "symbols": ["Pt", "Ge", "Ge", "N", "N", "N", "N", "C", "C", "C", "C", "C", "C", "C", "C", "C", "C", "C", "C", "C", "C", "C", "C", "C", "C", "C", "C", "C", "C", "C", "C", "C", "C", "C", "C", "C", "C", "C", "C", "C", "H", "H", "H", "H", "H", "H", "H", "H", "H", "H", "H", "H", "H", "H", "H", "H", "H", "H", "H", "H", "H", "H", "H", "H", "H", "H", "H", "H", "H", "H", "H", "H", "H", "H", "H", "H", "H", "H", "H", "H"],
  "positions_angstrom": [[-1.0319, -0.2790, -0.0874], [-0.0210, -1.3406, 1.8491], [1.1599, 0.8904, -0.2498], [-2.6674, 0.3949, 1.1791], [-1.9890, 0.7124, -1.8260], [-1.5511, 2.1733, 2.1588], [-1.1897, -1.8858, -1.7093], [-2.1882, -1.6175, -5.2688], [2.8556, 0.7617, -2.6760], [1.5406, 0.2293, -2.1071], [-2.5903, -0.3285, -5.3240], [5.9130, 0.7510, 2.3834], [5.5351, 2.1024, 0.4393], [-3.0161, 1.8289, -4.1463], [4.6142, 0.2845, 2.3210], [-4.9515, -0.0789, 1.6165], [1.1101, -3.9768, 2.6809], [-2.4418, 1.9543, -1.8346], [-2.9737, 2.5529, -2.9798], [-1.7127, -2.1904, -4.0461], [4.2383, 1.6255, 0.3768], [1.7692, -0.6012, 2.0889], [-3.7664, -0.3568, 0.9930], [-1.6276, -1.3898, -2.8956], [2.3502, 0.2514, 1.2316], [0.6857, 2.8495, -0.2991], [-5.0003, 1.0241, 2.4753], [1.8563, 3.8328, -0.3097], [-3.8768, 1.7872, 2.6763], [-0.3491, -1.5006, 4.8119], [-2.5567, 0.4985, -4.1573], [-1.0792, -1.0833, 3.5371], [-0.9169, -4.0298, -2.7202], [-0.8530, -3.1617, -1.6277], [-2.6880, 1.4493, 2.0103], [6.3804, 1.6672, 1.4479], [0.3067, -3.3130, 1.5676], [3.7410, 0.7199, 1.3158], [-1.3343, -3.5414, -3.9333], [-2.0591, -0.0250, -2.9539], [1.4679, 4.8495, -0.3861], [7.3968, 2.0318, 1.5029], [0.6420, -1.0493, 4.8729], [-0.2447, -2.5793, 4.8888], [2.0422, -3.4500, 2.8859], [0.8583, -3.3778, 0.6256], [4.2785, -0.4279, 3.0622], [-2.3865, 2.4995, -0.8994], [0.6936, 0.5536, -2.7165], [0.0357, 3.0780, 0.5443], [-0.6876, 1.7279, 1.8937], [3.5901, 1.9581, -0.4244], [2.5196, 3.6779, -1.1598], [0.0919, 2.9578, -1.2099], [1.5433, -0.8626, -2.0920], [-1.3853, -4.1855, -4.8022], [2.9699, 0.4216, -3.7057], [5.8905, 2.8120, -0.2967], [-5.8142, -0.7064, 1.4512], [-2.0232, -1.6220, 3.4244], [-0.9175, -1.1688, 5.6816], [-1.3188, -0.0199, 3.5951], [-3.6624, -1.2053, 0.3255], [3.7104, 0.3992, -2.1074], [-0.5248, -3.5209, -0.6622], [-3.8856, 2.6336, 3.3489], [0.5434, -4.0492, 3.6053], [2.3336, -0.9929, 2.9301], [-2.2265, -2.2490, -6.1470], [-1.5032, 2.8590, 2.8935], [2.8794, 1.8521, -2.6877], [-3.4048, 2.2633, -5.0589], [6.5708, 0.3984, 3.1664], [1.3703, -4.9938, 2.3829], [-2.9527, 0.0994, -6.2497], [-5.9189, 1.2697, 2.9909], [-0.6347, -5.0652, -2.5964], [-0.6641, -3.8014, 1.4503], [2.4419, 3.7744, 0.6063], [-3.3391, 3.5687, -2.9353]],
  "atomic_forces_ev_per_a": [[-2.6, -1.0, -0.4], [0.3, -1.1, 1.1], [1.1, 0.7, 0.0], [1.8, 0.7, -0.1], [-0.2, 0.1, 0.2], [-0.2, -0.1, -0.1], [1.0, 0.7, 0.4], [-0.1, 0.1, -0.1], [0.0, 0.0, 0.1], [-0.4, -0.2, 0.5], [0.0, -0.1, -0.1], [0.1, 0.0, 0.0], [0.2, 0.1, 0.0], [0.0, 0.0, 0.1], [-0.2, 0.0, 0.0], [0.1, -0.1, -0.1], [0.0, -0.1, -0.1], [-0.1, 0.0, 0.0], [0.0, 0.0, -0.1], [0.0, 0.1, 0.3], [-0.2, -0.2, 0.1], [-0.3, 0.2, -0.4], [-0.2, -0.2, -0.1], [0.0, -0.2, -0.2], [-0.8, -0.2, -0.1], [0.0, -0.6, 0.0], [0.1, 0.1, 0.1], [0.0, 0.0, 0.0], [-0.1, -0.1, 0.0], [-0.1, 0.0, 0.0], [0.1, 0.0, 0.2], [0.1, 0.2, -0.7], [-0.1, 0.1, -0.2], [0.0, -0.2, 0.1], [-0.1, 0.0, 0.1], [-0.1, 0.0, 0.0], [-0.3, 0.9, -0.1], [0.5, 0.3, -0.1], [0.0, 0.0, 0.1], [-0.1, 0.1, -0.3], [0.0, 0.0, 0.0], [0.0, 0.0, 0.0], [0.0, 0.0, 0.0], [0.1, 0.0, 0.0], [0.0, 0.0, 0.0], [0.0, -0.1, 0.1], [0.0, 0.0, 0.0], [0.0, 0.0, 0.0], [0.0, 0.0, 0.0], [0.0, 0.0, -0.1], [0.1, 0.0, 0.1], [0.1, 0.1, 0.0], [0.0, 0.0, 0.0], [0.0, 0.0, 0.0], [0.0, 0.0, 0.0], [0.0, 0.0, 0.0], [0.0, 0.0, 0.0], [0.0, 0.0, 0.0], [0.0, 0.0, 0.0], [0.0, 0.0, 0.0], [0.0, 0.0, 0.0], [0.0, -0.1, 0.1], [0.0, 0.0, 0.0], [0.0, 0.0, 0.0], [0.0, 0.1, -0.1], [0.0, 0.0, 0.0], [0.0, 0.0, 0.0], [0.1, 0.0, 0.0], [0.0, 0.0, 0.0], [0.0, 0.0, 0.1], [0.0, 0.0, 0.0], [0.0, 0.0, 0.0], [0.0, 0.0, 0.0], [0.0, 0.0, 0.1], [0.0, 0.0, 0.0], [0.0, 0.0, 0.0], [0.0, 0.0, 0.0], [0.0, -0.1, -0.1], [0.0, 0.0, 0.0], [0.0, 0.0, 0.0]],
  "molar_mass_g_mol": 833.0,
  "lumo_energy_ha": -0.285,
  "multiplicity": 1,
  "de_lowest_kcal_mol": 31.6,
  "gap_ev": 5.27,
  "e_homo_ev": -13.036,
  "total_charge": 2
}